1.
{
  "formula": "C38H36N6O2SiTi",
  "method": "ωB97M-V/def2-TZVPD",
  "symbols": ["Ti", "O", "C", "C", "C", "C", "C", "C", "C", "N", "C", "C", "N", "C", "C", "C", "C", "C", "C", "C", "O", "H", "H", "H", "H", "H", "H", "H", "H", "H", "H", "H", "H", "H", "H", "C", "C", "C", "C", "C", "C", "N", "C", "C", "C", "C", "C", "C", "N", "N", "C", "C", "C", "C", "C", "N", "H", "H", "H", "H", "H", "H", "H", "H", "H", "H", "H", "H", "H", "C", "Si", "C", "C", "C", "C", "H", "H", "H", "H", "H", "H", "H", "H", "H"],
  "xyz": [[-0.293, -0.345, -0.648], [0.790, -1.810, -0.912], [1.175, -2.856, -1.607], [2.255, -3.632, -1.170], [2.675, -4.709, -1.924], [2.031, -5.055, -3.120], [0.957, -4.299, -3.533], [0.526, -3.191, -2.793], [-0.654, -2.462, -3.229], [-1.128, -1.391, -2.727], [-2.411, -0.976, -3.324], [-3.024, 0.121, -2.483], [-2.661, -0.160, -1.100], [-3.587, -0.294, -0.241], [-3.397, -0.876, 1.078], [-4.475, -0.941, 1.965], [-4.396, -1.677, 3.127], [-3.231, -2.410, 3.377], [-2.162, -2.369, 2.502], [-2.215, -1.560, 1.366], [-1.153, -1.493, 0.563], [2.743, -3.351, -0.245], [3.518, -5.298, -1.581], [2.365, -5.905, -3.701], [0.428, -4.552, -4.447], [-1.196, -2.931, -4.056], [-2.261, -0.623, -4.345], [-3.083, -1.834, -3.358], [-2.628, 1.085, -2.785], [-4.105, 0.144, -2.624], [-4.616, -0.067, -0.528], [-5.386, -0.407, 1.716], [-5.227, -1.708, 3.819], [-3.165, -3.023, 4.268], [-1.251, -2.926, 2.687], [-0.140, 2.036, 4.988], [-0.251, 3.106, 4.108], [-0.559, 2.892, 2.773], [-0.794, 1.601, 2.282], [-0.578, 0.536, 3.152], [-0.284, 0.749, 4.490], [-1.085, 1.372, 0.914], [-1.741, 2.306, 0.237], [-2.717, 3.204, 0.800], [-3.346, 4.125, 0.029], [-3.033, 4.260, -1.358], [-2.128, 3.426, -1.936], [-1.498, 2.412, -1.169], [-0.596, 1.524, -1.689], [-0.265, 1.747, -2.916], [0.844, 1.012, -3.313], [1.364, 1.221, -4.589], [2.544, 0.587, -4.923], [3.176, -0.220, -3.983], [2.567, -0.387, -2.752], [1.418, 0.199, -2.435], [0.097, 2.201, 6.033], [-0.079, 4.118, 4.457], [-0.589, 3.734, 2.094], [-0.609, -0.468, 2.770], [-0.143, -0.106, 5.143], [-2.975, 3.089, 1.844], [-4.106, 4.760, 0.470], [-3.529, 5.017, -1.953], [-1.885, 3.500, -2.986], [0.848, 1.887, -5.267], [2.981, 0.732, -5.903], [4.113, -0.715, -4.197], [3.003, -1.015, -1.984], [3.156, 0.346, 4.062], [3.681, 0.621, 2.307], [4.457, 2.295, 2.150], [4.903, -0.691, 1.822], [2.257, 0.496, 1.192], [1.301, 0.375, 0.440], [4.025, 0.396, 4.728], [2.685, -0.636, 4.180], [2.432, 1.105, 4.375], [5.315, 2.376, 2.826], [3.738, 3.078, 2.410], [4.803, 2.480, 1.129], [5.800, -0.645, 2.449], [5.208, -0.576, 0.776], [4.454, -1.683, 1.938]],
  "forces_ev_per_a": [[-0.6, 0.1, 0.1], [0.6, -1.3, 0.0], [-0.1, 0.7, 0.5], [0.2, -0.2, 0.0], [0.0, 0.0, 0.0], [0.0, 0.1, 0.1], [0.0, 0.0, -0.1], [-0.4, 0.0, -0.4], [0.3, -0.2, 0.0], [0.1, 0.2, 0.0], [0.2, 0.0, 0.0], [-0.1, 0.1, 0.2], [0.3, 0.3, -0.3], [0.0, -0.3, 0.2], [-0.3, 0.3, -0.3], [-0.1, 0.0, 0.0], [0.1, 0.0, 0.0], [0.0, 0.0, 0.0], [-0.1, -0.1, 0.2], [0.6, 0.0, -0.6], [-0.5, -0.3, 0.9], [0.0, 0.0, 0.0], [0.0, 0.0, 0.0], [0.0, 0.0, 0.0], [0.0, 0.0, 0.0], [0.0, -0.1, -0.1], [0.1, 0.0, -0.1], [0.0, -0.1, 0.0], [0.0, 0.0, 0.0], [-0.1, 0.0, 0.0], [-0.1, 0.0, 0.0], [0.0, 0.0, 0.0], [0.0, 0.0, 0.0], [0.0, 0.0, 0.0], [0.0, 0.0, 0.0], [0.0, 0.0, -0.1], [0.0, 0.0, 0.0], [0.0, 0.1, 0.0], [0.0, 0.0, -0.4], [0.0, -0.1, 0.1], [-0.1, 0.0, 0.0], [0.0, 0.0, 0.1], [0.0, -0.1, 0.2], [0.1, 0.0, 0.0], [0.0, 0.0, -0.2], [-0.1, 0.0, 0.1], [0.0, 0.0, 0.0], [0.2, -0.2, 0.0], [-0.5, 1.2, -0.1], [0.3, -0.2, -0.2], [-0.1, 0.2, -0.1], [0.0, 0.0, -0.1], [0.0, 0.0, -0.1], [0.0, 0.0, 0.0], [-0.1, -0.1, 0.1], [-0.3, 0.0, 0.1], [0.0, 0.0, 0.0], [0.0, 0.0, 0.0], [0.0, 0.0, 0.0], [0.0, -0.1, 0.0], [0.0, 0.0, 0.0], [0.0, 0.0, 0.0], [0.0, 0.0, 0.0], [0.0, 0.0, 0.0], [0.0, 0.0, 0.0], [0.0, 0.0, 0.0], [0.0, 0.0, 0.0], [0.0, 0.0, 0.0], [0.0, 0.0, 0.0], [-0.1, 0.0, 0.3], [0.0, 0.0, -0.1], [0.1, 0.4, 0.0], [0.2, -0.3, -0.1], [-0.4, 0.1, -0.3], [0.4, -0.1, 0.1], [-0.1, 0.0, 0.0], [0.0, 0.1, 0.0], [0.1, -0.1, 0.0], [0.0, 0.1, -0.1], [0.1, -0.1, 0.0], [0.0, 0.0, 0.1], [0.0, 0.0, -0.1], [0.0, 0.0, 0.1], [0.1, 0.1, 0.0]],
  "orbital_gap_ev": [5.383, 6.067],
  "homo_energy_ev": [-6.72, -7.02]
}

=====

2.
{
  "formula": "C38H36O5PtS6",
  "method": "ωB97M-V/def2-TZVPD",
  "symbols": ["Pt", "C", "C", "C", "O", "C", "C", "O", "C", "O", "C", "C", "C", "C", "C", "C", "C", "C", "C", "C", "C", "C", "C", "O", "C", "C", "C", "C", "C", "C", "C", "C", "C", "C", "C", "C", "H", "H", "H", "H", "H", "H", "H", "H", "H", "H", "H", "H", "H", "H", "H", "H", "H", "H", "H", "H", "H", "H", "H", "H", "H", "H", "H", "H", "S", "C", "S", "C", "C", "S", "S", "S", "O", "S", "C", "C", "C", "C", "H", "H", "H", "H", "H", "H", "H", "H"],
  "xyz": [[-2.100, 0.259, 0.203], [4.402, 0.321, 1.053], [3.594, 0.013, -0.200], [4.479, -0.256, -1.407], [2.770, -1.113, 0.041], [1.400, -0.764, -0.196], [1.393, 0.770, -0.114], [2.740, 1.085, -0.503], [0.432, 1.550, -1.051], [-0.858, 1.612, -0.558], [0.826, 3.042, -1.112], [1.585, 3.681, -0.138], [1.760, 5.059, -0.170], [1.164, 5.825, -1.160], [0.384, 5.198, -2.123], [0.223, 3.822, -2.096], [0.507, 0.948, -2.467], [1.642, 1.118, -3.261], [1.721, 0.546, -4.523], [0.659, -0.198, -5.022], [-0.482, -0.351, -4.248], [-0.558, 0.221, -2.984], [0.458, -1.513, 0.769], [-0.829, -1.389, 0.278], [0.680, -1.048, 2.225], [-0.344, -0.493, 2.980], [-0.136, -0.106, 4.299], [1.099, -0.291, 4.896], [2.127, -0.871, 4.162], [1.918, -1.248, 2.845], [0.699, -3.036, 0.698], [1.138, -3.653, -0.470], [1.209, -5.037, -0.568], [0.835, -5.838, 0.502], [0.394, -5.236, 1.672], [0.332, -3.852, 1.767], [4.933, -0.572, 1.389], [3.731, 0.651, 1.846], [5.126, 1.111, 0.846], [5.110, -1.126, -1.216], [5.112, 0.609, -1.612], [3.849, -0.451, -2.274], [1.118, -1.072, -1.206], [1.184, 1.109, 0.907], [2.033, 3.117, 0.666], [2.338, 5.539, 0.612], [1.256, 6.904, -1.154], [-0.132, 5.789, -2.869], [-0.414, 3.343, -2.829], [2.463, 1.712, -2.882], [2.612, 0.692, -5.124], [0.717, -0.641, -6.010], [-1.324, -0.917, -4.630], [-1.448, 0.109, -2.377], [-1.312, -0.316, 2.540], [-0.947, 0.366, 4.838], [1.265, 0.020, 5.921], [3.099, -1.031, 4.616], [2.715, -1.720, 2.290], [1.432, -3.053, -1.321], [1.558, -5.489, -1.490], [0.891, -6.918, 0.426], [0.098, -5.844, 2.519], [-0.008, -3.394, 2.688], [-2.357, 7.454, -0.967], [-2.443, 5.934, -0.251], [-3.237, 4.596, -0.937], [-2.980, 3.427, 0.337], [-2.230, 3.841, 1.400], [-1.689, 3.034, 2.805], [-1.733, 5.526, 1.248], [-3.733, 1.881, 0.028], [-4.093, -0.984, 2.400], [-3.630, -1.070, 1.003], [-5.153, -1.163, 0.015], [-5.517, -2.656, -0.088], [-4.626, -3.444, 0.882], [-3.254, -2.808, 0.715], [-4.988, -0.689, -0.951], [-5.855, -0.564, 0.592], [-5.299, -2.994, -1.103], [-6.580, -2.820, 0.092], [-4.621, -4.512, 0.660], [-4.960, -3.301, 1.910], [-2.887, -2.896, -0.311], [-2.455, -3.096, 1.393]],
  "forces_ev_per_a": [[-0.3, 0.0, -0.1], [0.0, 0.0, 0.0], [0.0, 0.0, 0.0], [0.0, 0.0, 0.0], [0.0, 0.0, 0.0], [-0.1, 0.1, 0.0], [0.0, 0.0, -0.1], [0.0, 0.0, 0.0], [0.0, 0.1, -0.1], [0.2, -0.1, -0.1], [0.0, 0.0, 0.0], [0.0, 0.0, 0.0], [0.0, 0.0, 0.0], [0.0, 0.0, 0.0], [0.0, 0.0, 0.0], [0.0, 0.0, 0.0], [0.0, 0.0, 0.0], [0.0, 0.0, 0.0], [0.0, 0.0, 0.0], [0.0, 0.0, 0.0], [0.0, 0.0, 0.0], [0.0, 0.0, 0.0], [0.1, 0.0, 0.1], [0.0, 0.0, 0.1], [-0.1, -0.1, 0.0], [0.1, 0.1, -0.1], [0.0, 0.0, 0.0], [0.0, 0.0, 0.0], [0.0, 0.0, 0.0], [0.0, -0.1, 0.0], [0.1, 0.0, 0.0], [0.0, 0.0, 0.0], [0.0, 0.0, 0.0], [0.0, 0.0, 0.0], [0.0, 0.0, 0.0], [0.0, 0.0, 0.0], [0.0, 0.0, 0.0], [0.0, 0.0, 0.0], [0.0, 0.0, 0.0], [0.0, 0.0, 0.0], [0.0, 0.0, 0.0], [0.0, 0.0, 0.0], [0.0, 0.0, 0.0], [0.1, 0.0, 0.0], [0.0, 0.0, 0.0], [0.0, 0.0, 0.0], [0.0, 0.0, 0.0], [0.0, 0.0, 0.0], [0.0, 0.0, 0.0], [0.0, 0.0, 0.0], [0.0, 0.0, 0.0], [0.0, 0.0, 0.0], [0.0, 0.0, 0.0], [0.0, 0.0, 0.0], [-0.1, 0.0, 0.0], [0.0, 0.0, 0.0], [0.0, 0.0, 0.0], [0.0, 0.0, 0.0], [0.0, 0.0, 0.0], [0.0, 0.0, 0.0], [0.0, 0.0, 0.0], [0.0, 0.0, 0.0], [0.0, 0.0, 0.0], [0.0, 0.0, 0.0], [0.0, 0.0, 0.0], [0.0, 0.0, 0.0], [0.0, 0.0, 0.0], [0.1, 0.0, -0.1], [-0.1, 0.0, 0.0], [0.0, -0.1, 0.0], [0.1, 0.1, 0.0], [-0.2, 0.0, 0.1], [0.1, 0.0, 0.0], [0.2, -0.1, 0.1], [0.0, 0.0, 0.1], [0.0, 0.0, -0.1], [0.0, 0.0, 0.0], [0.0, 0.1, -0.1], [0.0, 0.0, 0.0], [-0.1, 0.0, 0.0], [-0.1, 0.0, 0.0], [0.0, 0.0, 0.0], [0.0, 0.0, 0.0], [0.0, -0.1, 0.0], [0.1, 0.0, 0.1], [-0.1, 0.0, 0.1]],
  "orbital_gap_ev": 4.789,
  "total_charge": -2,
  "homo_energy_ev": -0.88
}

=====

3.
{
  "formula": "C38H37BrF5MoN7O7S5Te",
  "method": "ωB97M-V/def2-TZVPD",
  "symbols": ["Mo", "Br", "C", "C", "C", "C", "C", "C", "N", "N", "C", "C", "C", "C", "O", "C", "N", "C", "C", "C", "C", "H", "H", "H", "H", "H", "H", "H", "H", "H", "C", "C", "S", "C", "C", "S", "C", "C", "S", "H", "H", "H", "H", "H", "H", "H", "H", "H", "H", "H", "H", "N", "C", "C", "C", "C", "C", "C", "S", "O", "O", "N", "C", "N", "C", "C", "C", "N", "H", "H", "H", "H", "H", "H", "H", "H", "H", "C", "C", "C", "C", "C", "C", "C", "S", "O", "O", "O", "H", "H", "H", "H", "H", "H", "H", "F", "Te", "F", "F", "F", "F", "O"],
  "xyz": [[-1.192, -0.431, 0.018], [-3.488, 3.707, -5.718], [-2.260, 2.323, -6.125], [-2.679, 1.251, -6.895], [-1.772, 0.249, -7.204], [-0.478, 0.303, -6.704], [-0.058, 1.399, -5.959], [-0.955, 2.416, -5.670], [0.413, -0.759, -7.103], [1.089, -1.395, -6.285], [0.930, -1.162, -4.868], [2.024, -0.743, -4.158], [1.943, -0.430, -2.788], [0.745, -0.591, -2.137], [0.555, -0.339, -0.847], [-0.374, -1.076, -2.851], [-1.507, -1.197, -2.114], [-2.581, -1.709, -2.670], [-2.586, -2.123, -4.015], [-1.468, -1.966, -4.783], [-0.304, -1.404, -4.210], [-3.695, 1.206, -7.260], [-2.067, -0.586, -7.826], [0.961, 1.463, -5.605], [-0.640, 3.276, -5.095], [2.964, -0.610, -4.681], [2.802, -0.061, -2.244], [-3.456, -1.820, -2.041], [-3.485, -2.567, -4.419], [-1.460, -2.288, -5.816], [3.037, -2.996, 3.115], [1.803, -3.034, 2.178], [2.176, -3.358, 0.391], [3.925, -3.014, 0.088], [4.385, -1.548, -0.019], [3.292, -0.308, 0.735], [4.345, 0.316, 2.062], [4.711, -0.700, 3.136], [3.312, -1.445, 4.011], [3.960, -3.235, 2.594], [2.907, -3.763, 3.877], [1.369, -1.136, 2.261], [1.228, -3.924, 2.431], [4.074, -3.504, -0.877], [4.548, -3.564, 0.794], [4.507, -1.286, -1.070], [5.366, -1.434, 0.443], [3.764, 1.127, 2.506], [5.254, 0.742, 1.632], [5.297, -0.195, 3.907], [5.344, -1.497, 2.739], [-8.823, 3.243, 0.621], [-7.798, 2.317, 0.602], [-7.763, 1.321, -0.381], [-6.759, 0.378, -0.381], [-5.788, 0.413, 0.610], [-5.815, 1.384, 1.604], [-6.816, 2.331, 1.599], [-4.470, -0.719, 0.589], [-4.036, -0.940, 1.934], [-4.817, -1.837, -0.247], [-3.201, 0.058, -0.187], [-3.192, 1.302, -0.754], [-4.121, 2.090, -1.060], [-3.890, 3.314, -1.669], [-3.601, 4.452, -1.042], [-1.273, 2.625, -1.296], [-1.773, 1.519, -1.031], [-9.311, 3.392, -0.246], [-8.654, 4.089, 1.139], [-8.533, 1.297, -1.143], [-6.721, -0.392, -1.140], [-5.041, 1.394, 2.360], [-6.846, 3.092, 2.370], [-4.053, 3.359, -2.740], [-3.496, 5.407, -1.537], [-0.216, 2.841, -1.437], [-6.617, -5.640, 2.377], [-5.282, -5.166, 1.872], [-4.838, -5.500, 0.598], [-3.607, -5.059, 0.133], [-2.824, -4.275, 0.957], [-3.235, -3.935, 2.239], [-4.465, -4.379, 2.685], [-1.237, -3.711, 0.370], [0.902, -1.989, 2.351], [-1.239, -3.941, -1.075], [-1.567, -2.117, 0.676], [-7.203, -6.093, 1.578], [-7.190, -4.812, 2.795], [-6.493, -6.383, 3.166], [-5.467, -6.106, -0.043], [-3.259, -5.299, -0.863], [-2.621, -3.294, 2.860], [-4.808, -4.095, 3.673], [-3.421, 4.510, 0.281], [-0.419, 2.062, 2.595], [1.247, 1.123, 2.899], [-2.145, 2.309, 1.736], [0.317, 2.571, 0.850], [-1.200, 0.893, 3.891], [-0.622, 0.302, 1.500]],
  "forces_ev_per_a": [[0.2, 0.6, 0.0], [0.0, 0.0, 0.0], [0.0, 0.0, 0.0], [0.0, 0.0, 0.0], [0.0, 0.1, 0.0], [0.0, -0.1, 0.0], [-0.1, 0.0, 0.0], [0.1, 0.0, 0.0], [0.0, 0.0, 0.0], [-0.1, 0.1, 0.1], [0.1, 0.0, -0.2], [0.0, 0.0, 0.0], [0.0, 0.0, 0.0], [0.1, 0.0, 0.0], [-0.2, 0.1, 0.0], [0.0, 0.0, -0.1], [0.0, 0.0, 0.0], [0.0, 0.0, 0.0], [0.0, 0.0, 0.0], [0.0, 0.0, 0.0], [0.0, 0.0, 0.0], [0.0, 0.0, 0.0], [0.0, 0.0, 0.0], [0.0, 0.0, 0.0], [0.0, 0.0, 0.0], [0.0, 0.0, 0.0], [0.0, 0.0, 0.0], [0.0, 0.0, 0.0], [0.0, 0.0, 0.0], [0.0, 0.0, 0.0], [0.0, 0.1, -0.1], [-0.1, 0.0, 0.1], [0.1, 0.0, 0.0], [0.0, 0.0, -0.1], [0.0, 0.0, 0.1], [0.0, 0.1, 0.1], [0.0, 0.0, 0.0], [0.0, 0.0, 0.0], [0.0, 0.0, 0.0], [0.0, 0.0, 0.0], [0.0, 0.0, 0.0], [-0.1, -0.2, 0.1], [0.0, 0.0, 0.0], [0.1, 0.0, 0.0], [-0.1, 0.0, 0.0], [-0.1, 0.0, 0.0], [0.0, 0.0, -0.1], [0.0, 0.0, 0.0], [0.0, 0.0, 0.0], [0.0, 0.0, 0.0], [0.0, 0.0, 0.0], [0.0, 0.0, 0.0], [0.0, 0.0, 0.0], [0.0, 0.0, 0.0], [0.0, -0.1, 0.0], [0.1, 0.0, 0.0], [0.0, 0.0, 0.0], [0.0, 0.0, 0.0], [-0.2, 0.0, 0.0], [0.1, 0.0, 0.0], [0.0, 0.0, 0.0], [0.0, 0.1, 0.2], [0.1, 0.1, -0.2], [0.0, -0.1, 0.0], [0.0, -0.1, 0.0], [0.0, 0.0, 0.1], [-0.1, -0.5, -0.2], [0.2, 0.1, 0.4], [0.0, 0.0, 0.0], [0.0, 0.0, 0.0], [0.0, 0.0, 0.0], [0.0, 0.0, 0.0], [0.0, 0.0, 0.0], [0.0, 0.0, 0.0], [0.0, 0.0, 0.0], [0.0, 0.0, 0.0], [0.0, 0.0, 0.0], [0.0, 0.0, 0.0], [0.0, 0.0, 0.0], [0.0, 0.0, 0.0], [0.0, 0.0, 0.0], [0.0, 0.0, 0.0], [0.0, 0.0, 0.0], [0.0, 0.0, 0.0], [-0.1, 0.2, 0.1], [0.2, 0.1, -0.1], [0.0, 0.0, -0.1], [-0.3, -0.6, -0.1], [0.0, 0.0, 0.0], [0.0, 0.0, 0.0], [0.0, 0.0, 0.0], [0.0, 0.0, 0.0], [0.0, 0.0, 0.0], [0.0, 0.0, 0.0], [0.0, 0.0, 0.0], [0.0, 0.0, 0.0], [0.2, -0.4, -0.2], [0.1, 0.2, 0.0], [-0.1, -0.1, 0.2], [0.1, 0.1, 0.0], [-0.2, 0.0, -0.1], [0.0, 0.4, -0.1]],
  "spin_multiplicity": 3,
  "orbital_gap_ev": [6.826, 6.912],
  "homo_energy_ev": [-7.85, -8.32]
}

=====

The records above give, respectively, energy relative to the best compared isomer or geometry (same formula, charge and spin) values of 18.7; 0.0; 120.0 kcal/mol.
The records above give, respectively, E values of -3087.67765; -4354.37859; -7780.67627 a.u..